[1]
{
  "formula": "CH3IO3S",
  "method": "ωB97M-V/def2-TZVPD",
  "multiplicity": 1,
  "lumo_energy_ev": -0.9,
  "gap_ev": 9.11,
  "elements": ["C", "O", "O", "O", "S", "I", "H", "H", "H"],
  "positions_angstrom": [[0.0869, -0.0049, -0.1690], [3.3574, 1.3344, -0.6302], [0.7633, 1.1001, -0.7550], [1.9869, 1.7158, 1.3842], [2.0042, 1.9752, -0.0064], [3.8017, -0.4870, -0.1970], [0.6295, -0.8722, -0.2615], [-0.9607, 0.0679, -0.4673], [0.0318, 0.3450, 0.9290]],
  "atomic_forces_ev_per_a": [[-1.234, 3.920, 3.497], [-0.780, 1.026, -0.337], [1.731, 0.978, -0.710], [-0.168, -0.796, 1.831], [-1.257, 0.625, -2.519], [0.564, -1.609, 0.340], [0.730, -2.185, -0.449], [0.358, -0.587, -0.574], [0.055, -1.373, -1.081]],
  "nbo_charge": [-0.27, -0.91, -0.74, -0.92, 1.80, 0.45, 0.19, 0.21, 0.19]
}

=====

[2]
{
  "formula": "C20H23NiPSe2",
  "method": "ωB97M-V/def2-TZVPD",
  "multiplicity": 3,
  "s_squared": 2.02,
  "lumo_energy_ev": [0.5, -1.6],
  "gap_ev": [5.66, 6.18],
  "elements": ["C", "C", "C", "H", "C", "H", "H", "H", "C", "H", "H", "C", "H", "H", "C", "H", "H", "C", "H", "H", "Ni", "H", "Se", "P", "Se", "C", "C", "C", "C", "C", "C", "C", "C", "C", "C", "C", "C", "H", "H", "H", "H", "H", "H", "H", "H", "H", "H"],
  "positions_angstrom": [[-2.3745, -0.1963, -2.9942], [0.7991, -1.2360, -2.5555], [-1.1194, 0.2051, -1.6633], [-2.0526, 0.5502, -3.7381], [1.5780, -0.0049, -2.6989], [1.3983, -2.1253, -2.2905], [-1.8899, 0.6031, -0.9644], [2.6123, -0.0672, -3.0351], [-0.3647, 1.4587, -2.1152], [-0.0069, 2.0122, -1.2315], [-1.1100, 2.1038, -2.5949], [-1.7913, -1.5386, -3.3776], [-2.2576, -1.8803, -4.3119], [-2.0455, -2.2907, -2.6186], [-0.2514, -1.5938, -3.6286], [-0.0336, -1.0069, -4.5303], [-0.0372, -2.6407, -3.8974], [0.8012, 1.2078, -3.1093], [0.4034, 1.1086, -4.1312], [1.4591, 2.0895, -3.1191], [1.1618, -0.4084, -1.1236], [-3.4449, -0.1762, -3.0557], [2.8618, 0.6472, -0.0213], [1.0213, 0.0018, 0.9726], [-0.7656, -1.3270, -0.5351], [1.2295, -1.1457, 2.3531], [1.5430, -2.4888, 2.0781], [1.6329, -3.4034, 3.1280], [1.4546, -2.9767, 4.4491], [1.2021, -1.6272, 4.7257], [1.1013, -0.7019, 3.6854], [0.0261, 1.3899, 1.5662], [-1.2299, 1.1218, 2.1423], [-2.0112, 2.1844, 2.6007], [-1.5419, 3.4989, 2.4935], [-0.2988, 3.7603, 1.9059], [0.4871, 2.7087, 1.4315], [1.6952, -2.8091, 1.0450], [1.8426, -4.4520, 2.9156], [1.5187, -3.6959, 5.2667], [1.0791, -1.2909, 5.7562], [0.9167, 0.3541, 3.8953], [-1.5906, 0.0939, 2.2219], [-2.9859, 1.9816, 3.0464], [-2.1485, 4.3241, 2.8679], [0.0614, 4.7862, 1.8158], [1.4657, 2.8920, 0.9784]],
  "atomic_forces_ev_per_a": [[4.949, -0.144, 0.064], [0.579, -2.933, -5.641], [-6.786, 2.095, 0.255], [-0.021, -0.179, 0.144], [1.251, 0.191, -5.099], [-0.005, 0.119, -0.670], [0.528, 0.516, -0.340], [-0.069, 0.084, 0.124], [0.775, -0.080, -0.412], [0.043, -0.277, -0.266], [0.035, -0.108, 0.162], [-0.092, -0.579, -0.861], [0.022, -0.128, 0.027], [-0.017, 0.156, -0.139], [-0.658, -0.310, 0.204], [-0.056, 0.010, 0.170], [-0.100, 0.328, 0.001], [-0.135, 0.774, 0.002], [0.023, -0.068, 0.096], [-0.195, -0.209, -0.006], [0.343, 0.435, 7.809], [-0.645, 0.077, 1.528], [0.877, 0.506, 0.751], [0.575, 1.364, 2.279], [-1.419, -1.865, -0.391], [0.338, 0.067, 0.356], [-0.281, 0.217, 0.255], [0.033, 0.193, 0.130], [-0.029, 0.167, -0.205], [0.026, -0.042, -0.192], [-0.062, -0.489, -0.234], [0.223, 0.082, 0.343], [0.045, 0.511, -0.068], [0.216, -0.065, -0.078], [0.119, -0.071, -0.091], [-0.172, -0.174, -0.030], [-0.288, -0.047, 0.218], [-0.070, 0.075, 0.291], [-0.030, 0.277, 0.069], [-0.012, 0.199, -0.231], [0.075, -0.119, -0.268], [0.006, -0.372, -0.063], [0.119, 0.289, 0.012], [0.261, 0.091, -0.108], [0.146, -0.221, -0.113], [-0.119, -0.276, 0.049], [-0.346, -0.065, 0.169]],
  "lowdin_spin": [0.04, 0.15, 0.03, 0.00, 0.11, 0.00, 0.00, 0.00, 0.01, 0.00, 0.00, 0.03, 0.00, 0.02, 0.01, 0.00, 0.00, 0.02, 0.01, 0.00, 0.39, 0.00, 0.16, 0.24, 0.62, 0.02, 0.01, 0.00, 0.01, 0.00, 0.01, 0.03, 0.03, 0.00, 0.02, 0.00, 0.02, 0.00, 0.00, 0.00, 0.00, 0.00, 0.01, 0.00, 0.00, 0.00, 0.00]
}

=====

[3]
{
  "formula": "H6N5P",
  "method": "ωB97M-V/def2-TZVPD",
  "multiplicity": 1,
  "lumo_energy_ev": 0.1,
  "gap_ev": 7.90,
  "elements": ["N", "N", "N", "N", "N", "P", "H", "H", "H", "H", "H", "H"],
  "positions_angstrom": [[0.6848, -1.6732, -0.2160], [-0.4024, -1.0820, 0.1715], [1.8663, 0.5043, -0.4399], [-2.2121, 0.5437, 0.2998], [0.8033, 1.2363, -0.1142], [-1.0817, 0.0457, -0.8006], [1.0254, -2.2601, 0.5561], [1.6916, -0.5713, -0.2663], [2.0179, 0.5860, -1.4493], [-2.2182, 0.1713, 1.2382], [-2.8507, 1.2971, 0.1178], [0.6756, 1.2021, 0.9031]],
  "atomic_forces_ev_per_a": [[-0.704, -0.277, -0.554], [1.076, -0.983, 0.919], [0.295, 0.296, 0.074], [-0.480, 0.122, 0.155], [-1.237, -0.850, -0.715], [1.026, 1.466, 0.014], [-0.190, 0.220, 0.107], [0.208, 0.184, 0.101], [-0.087, 0.032, 0.231], [0.106, 0.079, -0.037], [-0.037, -0.065, -0.117], [0.024, -0.225, -0.178]],
  "nbo_charge": [-0.48, -0.61, -0.54, -1.19, -0.49, 1.15, 0.33, 0.33, 0.34, 0.41, 0.40, 0.34]
}

=====

[4]
{
  "formula": "C5H9NO",
  "method": "ωB97M-V/def2-TZVPD",
  "multiplicity": 1,
  "lumo_energy_ev": [0.4, 0.8],
  "gap_ev": [8.06, 8.35],
  "elements": ["C", "C", "C", "C", "C", "N", "O", "H", "H", "H", "H", "H", "H", "H", "H", "H"],
  "positions_angstrom": [[-1.6513, -1.0918, 0.0561], [-0.5852, -0.2247, -0.6033], [-0.7498, 1.3351, -0.5617], [0.6426, 1.3983, 0.0312], [0.7432, 0.0095, 0.1387], [1.7475, -0.9814, 0.3678], [2.9471, -0.2918, 0.5575], [-2.5920, -1.0504, -0.5101], [-1.8583, -0.7448, 1.0790], [-1.3328, -2.1419, 0.1099], [-0.3827, -0.5714, -1.6261], [-0.8707, 1.7834, -1.5613], [-1.5816, 1.6914, 0.0704], [0.6672, -0.3771, 1.2651], [1.3331, 2.2183, 0.2185], [3.5237, -0.9606, 0.9684]],
  "atomic_forces_ev_per_a": [[0.033, 0.034, 0.016], [0.005, -0.079, -0.028], [-0.142, -0.050, -0.111], [0.183, 0.590, -0.155], [-0.162, -0.788, 0.329], [0.043, 0.415, -0.327], [0.003, -0.379, 0.264], [0.223, -0.005, 0.118], [0.056, -0.059, -0.220], [-0.063, 0.250, -0.019], [-0.048, 0.105, 0.224], [0.084, -0.077, 0.272], [0.291, -0.110, -0.125], [-0.029, 0.111, -0.001], [-0.213, -0.301, -0.025], [-0.264, 0.343, -0.212]],
  "nbo_charge": [-0.61, -0.19, -0.42, -0.21, -0.18, -0.14, -0.56, 0.21, 0.20, 0.22, 0.21, 0.21, 0.20, 0.36, 0.21, 0.48]
}

=====

[5]
{
  "formula": "C21H39BN4O4S",
  "method": "ωB97M-V/def2-TZVPD",
  "multiplicity": 1,
  "lumo_energy_ev": -0.7,
  "gap_ev": 8.15,
  "elements": ["C", "O", "B", "O", "C", "C", "C", "C", "C", "N", "C", "N", "S", "N", "C", "C", "O", "N", "O", "H", "H", "H", "H", "H", "H", "H", "H", "H", "H", "H", "C", "C", "C", "C", "C", "C", "H", "H", "H", "H", "H", "H", "H", "H", "H", "H", "H", "H", "H", "H", "C", "C", "C", "C", "C", "C", "H", "H", "H", "H", "H", "H", "H", "H", "H", "H", "H", "H", "H", "H"],
  "positions_angstrom": [[2.4866, -2.8060, 0.3938], [3.6166, -2.1150, -0.1571], [3.4467, -1.7241, -1.4608], [4.1256, -2.3603, -2.4685], [2.4644, -0.5292, -1.8143], [1.3481, -0.7430, -2.7041], [0.4567, 0.2261, -3.0250], [-0.7362, -0.0220, -3.8999], [-2.0164, -0.1157, -3.0532], [-2.0174, -1.3923, -2.3084], [0.6691, 1.5220, -2.4717], [-0.0794, 2.6154, -2.6757], [0.6043, 3.7933, -1.8284], [1.8333, 3.0215, -1.1625], [1.7721, 1.7588, -1.6004], [2.6580, 0.6986, -1.2746], [3.7318, 0.9482, -0.4489], [3.3596, 1.3250, 0.9311], [2.4372, 0.7534, 1.3204], [2.7218, -3.8684, 0.4474], [2.3025, -2.3920, 1.3824], [1.5954, -2.7011, -0.2314], [3.5923, -2.5357, -3.2485], [1.2187, -1.7379, -3.1144], [-0.6118, -0.9807, -4.4058], [-0.8260, 0.7602, -4.6550], [-1.9964, 0.6970, -2.3273], [-2.8983, -0.0289, -3.6868], [-2.7635, -1.9831, -2.6492], [-2.1938, -1.2328, -1.3268], [0.7942, -4.4124, 3.6963], [2.1619, -5.0702, 3.5341], [2.4508, -6.1399, 4.5855], [2.4887, -5.6293, 6.0270], [3.5020, -4.5157, 6.2872], [4.9470, -4.9373, 6.0368], [0.7073, -3.8893, 4.6496], [0.6186, -3.6799, 2.9064], [-0.0035, -5.1562, 3.6431], [2.9414, -4.3034, 3.5486], [2.2108, -5.5367, 2.5463], [3.4002, -6.6255, 4.3443], [1.6886, -6.9223, 4.5144], [2.7111, -6.4730, 6.6878], [1.4945, -5.2779, 6.3165], [3.4027, -4.1961, 7.3277], [3.2655, -3.6396, 5.6772], [5.2178, -5.7880, 6.6656], [5.6341, -4.1217, 6.2652], [5.1115, -5.2199, 4.9961], [-5.5535, 6.4965, -0.4605], [-5.2825, 6.7772, -1.9358], [-5.3291, 5.5265, -2.8120], [-4.2842, 4.4630, -2.4698], [-2.8352, 4.9432, -2.5237], [-2.3979, 5.4079, -3.9093], [-4.8030, 5.8314, -0.0309], [-5.5401, 7.4205, 0.1189], [-6.5332, 6.0332, -0.3268], [-4.3158, 7.2766, -2.0419], [-6.0318, 7.4831, -2.3032], [-5.2193, 5.8231, -3.8588], [-6.3229, 5.0746, -2.7323], [-4.4039, 3.6229, -3.1617], [-4.4863, 4.0599, -1.4734], [-2.1925, 4.1180, -2.2135], [-2.6763, 5.7476, -1.7993], [-2.5097, 4.6044, -4.6401], [-1.3489, 5.7094, -3.9061], [-2.9807, 6.2642, -4.2520]],
  "atomic_forces_ev_per_a": [[0.340, 0.196, -0.041], [0.019, -0.188, -0.262], [-0.013, 0.315, -0.047], [-0.168, -0.640, 0.411], [-0.388, -0.478, -0.130], [0.514, 0.165, 0.244], [-0.405, -0.050, -0.520], [-0.123, -0.163, 0.079], [0.494, -0.320, 0.330], [-0.188, 0.195, -0.171], [0.142, -0.054, 0.111], [0.136, -0.077, -0.002], [-0.113, 0.001, -0.003], [0.152, -0.096, 0.014], [-0.174, 0.374, 0.028], [0.172, -0.367, 0.276], [-0.071, 0.620, -0.176], [0.340, -0.522, 0.187], [-0.225, 0.288, -0.146], [0.010, -0.021, 0.168], [-0.151, -0.143, 0.055], [-0.075, 0.161, 0.094], [0.237, 0.506, -0.272], [-0.138, 0.004, -0.059], [0.021, 0.051, -0.111], [-0.022, 0.080, 0.040], [-0.270, 0.186, -0.166], [-0.035, 0.138, 0.000], [0.048, -0.119, 0.063], [-0.019, -0.047, 0.022], [0.087, 0.046, -0.045], [-0.127, -0.029, -0.032], [0.053, -0.010, 0.010], [-0.044, 0.024, -0.006], [0.061, -0.068, 0.050], [-0.036, 0.087, -0.009], [-0.014, -0.009, 0.010], [-0.027, -0.002, 0.003], [-0.009, -0.001, 0.037], [0.024, -0.021, 0.001], [0.044, 0.014, -0.008], [0.005, 0.002, 0.013], [-0.011, 0.007, -0.014], [0.015, 0.005, 0.007], [-0.006, -0.007, -0.010], [-0.012, 0.030, -0.007], [-0.023, -0.002, -0.001], [-0.001, -0.025, -0.025], [0.018, -0.013, 0.004], [0.005, -0.017, 0.001], [0.056, 0.073, -0.036], [-0.090, -0.036, 0.053], [0.022, 0.005, -0.044], [-0.023, 0.000, 0.043], [-0.002, -0.005, -0.073], [0.036, 0.025, 0.083], [-0.010, -0.015, 0.005], [-0.014, -0.008, 0.018], [0.011, -0.035, 0.007], [0.003, -0.005, -0.024], [0.026, 0.025, -0.014], [0.010, -0.011, -0.003], [-0.009, 0.012, 0.010], [0.019, -0.001, -0.008], [-0.011, 0.005, 0.000], [-0.025, -0.019, 0.027], [-0.025, -0.006, 0.014], [-0.018, 0.007, -0.013], [0.004, -0.007, -0.026], [-0.008, -0.005, -0.014]],
  "nbo_charge": [-0.24, -0.74, 1.19, -0.89, -0.42, -0.17, 0.00, -0.43, -0.21, -0.85, 0.10, -0.63, 0.98, -0.61, 0.04, 0.32, -0.43, 0.44, -0.23, 0.19, 0.19, 0.17, 0.50, 0.21, 0.21, 0.22, 0.19, 0.19, 0.36, 0.36, -0.61, -0.40, -0.40, -0.40, -0.40, -0.61, 0.20, 0.20, 0.20, 0.20, 0.20, 0.20, 0.20, 0.20, 0.20, 0.20, 0.19, 0.20, 0.21, 0.20, -0.61, -0.40, -0.40, -0.40, -0.40, -0.61, 0.20, 0.21, 0.20, 0.19, 0.20, 0.20, 0.20, 0.20, 0.20, 0.20, 0.19, 0.20, 0.21, 0.20]
}

=====

[6]
{
  "formula": "C4H12N4",
  "method": "ωB97M-V/def2-TZVPD",
  "multiplicity": 1,
  "smiles": "CN(C)N(C)/C=N\\N",
  "lumo_energy_ev": 0.9,
  "gap_ev": 8.60,
  "elements": ["C", "N", "C", "N", "C", "C", "N", "N", "H", "H", "H", "H", "H", "H", "H", "H", "H", "H", "H", "H"],
  "positions_angstrom": [[2.2111, 0.2214, 0.5284], [0.9552, -0.2993, -0.3395], [0.9117, -1.7659, -0.2004], [-0.2289, 0.3190, -0.0241], [-0.1218, 1.8166, -0.3388], [-1.2936, -0.0519, -0.9250], [-2.3603, -0.4984, -0.4898], [-2.6779, -0.3377, 0.8647], [3.0925, -0.2263, -0.0904], [1.8566, -0.0406, 1.6922], [2.2825, 1.5018, 0.6198], [1.9959, -2.2768, -0.2911], [0.4690, -2.1382, 0.8502], [0.3012, -2.3894, -1.0969], [0.6209, 2.2654, 0.3180], [0.2116, 1.8932, -1.3502], [-1.0688, 2.2286, -0.2809], [-0.8706, -0.2018, -1.9236], [-3.7773, -0.4645, 0.9304], [-2.5088, 0.4448, 1.5469]],
  "atomic_forces_ev_per_a": [[-2.774, 1.580, 0.602], [4.305, -0.744, -0.737], [-0.081, -3.147, -0.152], [-2.122, 3.550, 1.315], [2.092, -2.402, 0.731], [3.699, -1.300, 0.345], [-2.592, 1.056, 0.990], [-4.134, -0.882, 0.945], [-1.413, 0.781, 2.073], [1.817, 0.073, -2.881], [-0.070, -3.997, -0.863], [-2.322, 1.655, 0.265], [0.770, 0.899, -2.114], [1.323, 2.157, 2.419], [-0.467, 0.263, -0.005], [0.486, 0.272, -0.933], [-1.825, 0.909, 0.544], [-0.917, -0.185, -0.251], [3.214, 0.069, -0.339], [1.010, -0.606, -1.955]],
  "nbo_charge": [-0.46, -0.35, -0.46, -0.35, -0.41, 0.17, -0.22, -0.68, 0.24, 0.21, 0.21, 0.22, 0.19, 0.22, 0.20, 0.18, 0.20, 0.18, 0.36, 0.38]
}

=====

One value per record, in order, for energy above the lowest of the compared OMol25 structures with the same formula, charge and spin: 23.28; 77.28; 12.60; 151.34; 0.00; 145.26 kcal/mol.
One value per record, in order, for total energy: -26161.722; -202131.055; -16833.368; -8862.650; -48071.199; -10296.972 eV.